Run w
Density functional theory data (ωB97M-V with the def2-TZVPD basis set) for an isolated molecule of C3H6N2O.

```
! RIJCOSX wB97M-V def2-TZVPD def2/J DEFGRID3
* xyz 0 1
O 2.774 -0.185 0.377
N 1.796 -0.033 -0.307
N -1.455 -0.011 -0.288
C -0.458 1.067 -0.147
C 0.550 0.079 0.472
C -0.449 -1.028 0.063
H -0.086 1.488 -1.090
H -0.782 1.883 0.508
H -0.757 -1.696 0.873
H 0.775 0.173 1.537
H -1.836 -0.109 -1.223
H -0.072 -1.629 -0.775
*
```

For the HOMO-LUMO gap, the calculation gives 9.224 eV. As for the HOMO energy: -0.338 hartree. As for the SMILES: O=NC1CNC1.

Run x
Density functional theory data (ωB97M-V with the def2-TZVPD basis set) for an isolated molecule of C3H6N2O.

```
! RIJCOSX wB97M-V def2-TZVPD def2/J DEFGRID3
* xyz 0 1
O 1.353 -0.996 -0.275
N -2.232 -0.524 -0.094
N -0.001 -1.413 -0.131
C 1.264 0.287 0.034
C -0.893 -0.385 -0.106
C -0.130 0.787 -0.217
H -2.407 0.536 0.148
H -0.143 1.659 0.482
H 1.167 0.456 1.207
H 2.327 0.641 -0.301
H -0.378 1.276 -1.257
H 0.074 -2.323 0.511
*
```

For the HOMO-LUMO gap, the calculation gives 9.614 eV. As for the HOMO energy: -0.328 hartree. As for the SMILES: [H]/N=C1\CCON1.

Most stable: run w

Run w
Density functional theory data (ωB97M-V with the def2-TZVPD basis set) for C4H7ClO as an isolated structure.

```
! RIJCOSX wB97M-V def2-TZVPD def2/J DEFGRID3
* xyz 0 1
Cl 1.840 -1.726 0.119
O -1.587 -1.590 -0.091
C -1.413 -0.145 -0.113
C 1.174 -0.088 0.184
C 1.844 0.950 -0.374
C -0.209 0.144 0.744
H -2.227 0.404 0.440
H 1.505 1.952 -0.230
H -1.809 -1.845 -1.294
H 2.841 0.829 -0.809
H -0.352 -0.318 1.774
H -0.233 1.255 0.813
H -1.374 0.178 -1.163
*
```

For the HOMO-LUMO gap, the calculation gives 9.842 eV. As for the HOMO energy: -0.344 hartree.

Run x
Density functional theory data (ωB97M-V with the def2-TZVPD basis set) for an isolated molecule of C4H7ClO.

```
! RIJCOSX wB97M-V def2-TZVPD def2/J DEFGRID3
* xyz 0 1
Cl -3.506 0.185 -0.127
O 1.071 1.489 -0.133
C 0.526 0.259 0.243
C 1.424 -0.899 -0.203
C -0.806 0.172 -0.493
C -1.858 0.020 0.250
H 0.352 0.145 1.333
H -1.712 -0.284 1.269
H 1.596 -1.014 -1.247
H 2.418 -0.822 0.243
H 0.442 2.104 0.180
H 0.954 -1.749 0.263
H -0.901 0.394 -1.576
*
```

For the HOMO-LUMO gap, the calculation gives 10.531 eV. As for the HOMO energy: -0.354 hartree. As for the SMILES: C[C@@H](O)/C=C/Cl.

Run y
Density functional theory data (ωB97M-V with the def2-TZVPD basis set) for an isolated molecule of C4H7ClO.

```
! RIJCOSX wB97M-V def2-TZVPD def2/J DEFGRID3
* xyz 0 1
Cl 3.559 0.113 -0.164
O -0.107 -1.100 0.270
C 1.115 -0.597 -0.201
C -1.152 -0.455 -0.387
C -1.388 0.919 0.151
C 2.109 -0.306 0.608
H -2.035 -1.073 -0.088
H -1.753 0.790 1.194
H 1.271 -0.387 -1.283
H -0.506 1.610 0.110
H -2.188 1.447 -0.414
H 2.150 -0.428 1.688
H -1.075 -0.533 -1.483
*
```

For the HOMO-LUMO gap, the calculation gives 10.066 eV. As for the HOMO energy: -0.331 hartree. As for the SMILES: CCO/C=C/Cl.

Run z
Density functional theory data (ωB97M-V with the def2-TZVPD basis set) for an isolated molecule of C4H7ClO.

```
! RIJCOSX wB97M-V def2-TZVPD def2/J DEFGRID3
* xyz 0 1
Cl 2.415 0.074 -0.456
O -1.315 0.637 -0.438
C -0.921 -0.658 -0.693
C 0.841 0.273 0.525
C -0.102 1.378 -0.001
C 0.072 -1.050 0.474
H -0.415 -0.875 -1.694
H -0.509 -1.221 1.320
H 0.598 -1.874 0.184
H 1.353 0.582 1.523
H -0.483 2.081 0.802
H -1.848 -1.319 -0.707
H 0.313 1.971 -0.839
*
```

For the HOMO-LUMO gap, the calculation gives 10.979 eV. As for the HOMO energy: -0.370 hartree. As for the SMILES: Cl[C@@H]1CCOC1.

Most stable: run z

Run w
Density functional theory data (ωB97M-V with the def2-TZVPD basis set) for an isolated molecule of C4H7ClO.

```
! RIJCOSX wB97M-V def2-TZVPD def2/J DEFGRID3
* xyz 0 1
Cl 1.712 0.359 0.482
O -0.843 -1.384 -1.801
C 0.145 -1.071 -1.214
C 0.084 0.245 -0.257
C -1.736 1.168 1.220
C -1.007 -0.024 0.695
H -2.304 1.580 0.365
H -0.040 1.135 -0.800
H -1.263 2.046 1.591
H 1.240 -1.501 -1.359
H -0.655 -0.627 1.611
H -1.807 -0.461 0.194
H -2.446 0.881 1.946
*
```

For the HOMO-LUMO gap, the calculation gives 10.878 eV. As for the HOMO energy: -0.371 hartree. As for the SMILES: CC[C@@H](Cl)C=O.

Run x
Density functional theory data (ωB97M-V with the def2-TZVPD basis set) for an isolated molecule of C4H7ClO.

```
! RIJCOSX wB97M-V def2-TZVPD def2/J DEFGRID3
* xyz 0 1
Cl -0.062 3.142 0.197
O 1.898 1.218 0.517
C -0.663 0.470 0.012
C 0.348 1.536 -0.175
C -0.059 0.809 -1.390
C -0.149 -0.862 0.631
H 2.491 0.943 -0.158
H -0.645 1.496 -1.957
H 0.716 -1.050 0.161
H 0.600 0.114 -1.983
H -0.913 -1.658 0.537
H -0.003 -0.781 1.711
H -1.628 0.771 0.417
*
```

For the HOMO-LUMO gap, the calculation gives 11.016 eV. As for the HOMO energy: -0.374 hartree. As for the SMILES: C[C@@H]1C[C@@]1(O)Cl.

Run y
Density functional theory data (ωB97M-V with the def2-TZVPD basis set) for a 2-piece molecular cluster, C4H7ClO overall.

```
! RIJCOSX wB97M-V def2-TZVPD def2/J DEFGRID3
* xyz 0 1
Cl -1.259 1.574 0.442
O 2.621 1.938 -0.385
C 1.888 1.038 -0.646
C -2.077 0.005 0.301
C 1.624 -0.135 0.235
C -3.123 -0.200 -0.481
H -3.631 -1.178 -0.748
H 2.585 -0.568 0.500
H -1.625 -0.647 0.958
H 1.246 0.197 1.128
H 0.931 -0.774 -0.194
H -3.432 0.710 -1.089
H 1.309 1.058 -1.635
*
```

For the HOMO-LUMO gap, the calculation gives 10.625 eV. As for the HOMO energy: -0.357 hartree. As for the SMILES: C=CCl.CC=O.

Run z
Density functional theory data (ωB97M-V with the def2-TZVPD basis set) for an isolated molecule of C4H7ClO.

```
! RIJCOSX wB97M-V def2-TZVPD def2/J DEFGRID3
* xyz 0 1
Cl -2.640 -1.101 -0.038
O 1.081 0.067 -0.242
C -1.314 -0.034 -0.156
C -0.082 -0.540 -0.149
C 2.196 -0.733 0.086
C -1.658 1.380 -0.010
H -0.814 2.050 -0.271
H 2.334 -0.969 1.158
H -1.793 1.671 1.014
H 2.987 -0.091 -0.301
H 2.254 -1.707 -0.477
H 0.056 -1.659 -0.172
H -2.607 1.666 -0.442
*
```

For the HOMO-LUMO gap, the calculation gives 9.248 eV. As for the HOMO energy: -0.306 hartree. As for the SMILES: CO/C=C(\C)Cl.

Most stable: run w

Run w
Density functional theory data (ωB97M-V with the def2-TZVPD basis set) for a 2-piece molecular cluster, C9H11O3 overall.

```
! RIJCOSX wB97M-V def2-TZVPD def2/J DEFGRID3
* xyz -1 1
O -0.332 1.271 2.704
O 0.054 2.660 -2.522
O -0.970 3.485 -0.767
C 1.503 -3.111 -0.402
C -2.367 2.752 -2.634
C -0.972 3.029 -1.930
C 1.404 -1.877 1.917
C 1.069 -1.990 0.535
C -0.188 0.057 0.647
C 0.188 -1.069 -0.008
C 0.159 0.188 2.057
C 0.875 -0.888 2.658
H 2.164 -3.738 0.127
H 0.453 1.594 3.160
H -2.767 1.782 -2.324
H -0.894 0.744 0.087
H 0.712 -3.799 -0.620
H 2.184 -2.468 2.294
H -2.979 3.629 -2.493
H 2.236 -2.912 -1.376
H -0.181 -1.291 -1.010
H 0.831 -0.812 3.702
H -2.183 2.764 -3.805
*
```

For the HOMO-LUMO gap, the calculation gives 6.687 eV. As for the HOMO energy: -0.134 hartree.

Run x
Density functional theory data (ωB97M-V with the def2-TZVPD basis set) for a 2-piece molecular cluster, C9H11O3 overall.

```
! RIJCOSX wB97M-V def2-TZVPD def2/J DEFGRID3
* xyz -1 1
O -0.960 1.445 -2.193
O -0.679 -0.639 -2.945
O 0.679 1.525 -0.378
C -1.086 0.519 -3.061
C 1.462 -0.123 2.794
C -0.255 -0.486 0.538
C -1.663 1.027 -4.407
C -0.234 -1.349 1.623
C 0.699 0.570 0.537
C 1.423 0.760 1.717
C 0.381 -2.365 3.793
C 0.638 -1.235 2.744
H 2.089 0.093 3.648
H 1.292 -2.948 3.917
H -1.072 -2.039 1.713
H -1.558 0.374 -5.272
H -0.148 1.423 -1.083
H -0.007 -1.807 4.656
H -2.696 1.287 -4.214
H 1.984 1.691 1.724
H -1.066 1.899 -4.680
H -0.993 -0.541 -0.252
H -0.456 -2.932 3.413
*
```

For the HOMO-LUMO gap, the calculation gives 7.677 eV. As for the HOMO energy: -0.156 hartree.

Most stable: run x

Run w
Density functional theory data (ωB97M-V with the def2-TZVPD basis set) for a 2-piece molecular cluster, C9H11O3 overall.

```
! RIJCOSX wB97M-V def2-TZVPD def2/J DEFGRID3
* xyz -1 1
O -1.390 2.178 -0.061
O -2.925 3.296 -1.259
O -2.114 -0.286 -0.575
C -1.899 3.229 -0.550
C 2.703 -2.998 0.650
C -0.963 -0.843 -0.164
C -1.006 -2.067 0.488
C 1.416 -2.252 0.416
C 1.443 -1.032 -0.283
C 0.292 -0.312 -0.508
C 0.181 -2.729 0.807
C -1.114 4.515 -0.245
H -0.311 4.589 -0.973
H -2.001 0.690 -0.745
H 3.513 -2.534 0.094
H -1.920 -2.584 0.719
H 2.401 -0.667 -0.650
H -0.678 4.378 0.743
H -1.720 5.405 -0.360
H 3.045 -2.895 1.682
H 0.082 -3.646 1.369
H 0.304 0.630 -1.047
H 2.660 -4.066 0.452
*
```

For the HOMO-LUMO gap, the calculation gives 7.859 eV. As for the HOMO energy: -0.170 hartree.

Run x
Density functional theory data (ωB97M-V with the def2-TZVPD basis set) for a 2-piece molecular cluster, C9H11O3 overall.

```
! RIJCOSX wB97M-V def2-TZVPD def2/J DEFGRID3
* xyz -1 1
O -1.698 -0.643 0.330
O -1.208 -1.898 -2.084
O -2.886 -0.451 -1.868
C 0.831 0.267 2.770
C 0.442 0.260 0.009
C 2.989 1.666 2.474
C -2.106 -1.200 -2.587
C 1.616 0.794 0.541
C -2.291 -1.257 -4.108
C -0.394 -0.094 2.254
C 1.781 0.858 1.958
C -0.629 -0.159 0.879
H -2.910 -0.386 -4.488
H 0.982 0.204 3.829
H -1.351 -1.310 -4.669
H 3.786 1.904 1.812
H -2.901 -2.176 -4.330
H 2.714 2.588 3.004
H 0.334 -0.041 -0.990
H -1.195 -0.344 2.918
H 3.393 1.010 3.230
H -1.736 -0.621 -0.771
H 2.438 1.030 -0.113
*
```

For the HOMO-LUMO gap, the calculation gives 7.496 eV. As for the HOMO energy: -0.150 hartree.

Most stable: run w

Run w
Density functional theory data (ωB97M-V with the def2-TZVPD basis set) for an isolated molecule of C2H4N2O2S.

```
! RIJCOSX wB97M-V def2-TZVPD def2/J DEFGRID3
* xyz 0 1
S 0.785 0.245 -1.049
O -1.283 -0.679 0.809
O -1.437 1.875 -1.273
N 1.231 -0.101 0.578
N -0.339 -1.709 1.268
C 0.812 -1.289 1.154
C -0.539 1.447 -0.524
H -2.100 -1.088 1.117
H -0.440 1.481 0.623
H 1.596 -1.996 1.402
H 2.259 -0.167 0.663
*
```

For the HOMO-LUMO gap, the calculation gives 9.998 eV. As for the HOMO energy: -0.354 hartree. As for the SMILES: O=CSN/C=N\O.

Run x
Density functional theory data (ωB97M-V with the def2-TZVPD basis set) for a 2-piece molecular cluster, C2H4N2O2S overall.

```
! RIJCOSX wB97M-V def2-TZVPD def2/J DEFGRID3
* xyz 0 1
S 0.730 -1.629 1.109
O 2.555 1.573 0.666
O -0.280 2.654 -1.215
N 1.518 2.321 0.189
N -0.161 -0.913 -0.029
C 0.676 2.345 -0.633
C -0.417 -1.368 -1.256
H -1.337 -0.797 -1.654
H -0.691 -0.105 0.329
H 0.001 -2.259 -1.808
H 2.206 1.464 1.587
*
```

For the HOMO-LUMO gap (alpha / beta), the calculation gives 7.962 / 7.964 eV. As for the HOMO energy (alpha / beta): -0.304 / -0.304 hartree. As for the SMILES: C=[NH+][S-].O=C=NO.

Most stable: run w